Entry 1:
This record from the OMol25 dataset describes 2 unconnected molecules or ions with the total composition C9H21NOS in a non-equilibrium geometry. The level of theory is ωB97M-V with the def2-TZVPD basis set.

Summary:
Energy relative to the best compared isomer or geometry (same formula, charge and spin) in kJ/mol: 500.1
Total charge: 0
HOMO energy (alpha / beta) in eV: -10.04 / -7.12

Positions of all 33 atoms, in Å:
C (4.41, -0.12, -0.83)
C (2.68, -1.10, 0.84)
C (3.19, 1.36, 0.82)
C (-3.34, 0.90, -1.25)
C (-3.77, -1.43, -0.51)
C (-3.49, 0.42, 1.20)
C (1.87, 0.24, -0.88)
C (3.05, 0.12, -0.06)
C (-3.13, -0.09, -0.22)
N (-0.72, -1.35, 0.78)
O (-0.73, 1.07, -0.06)
S (-1.28, -0.29, -0.12)
H (4.37, 0.82, -1.33)
H (4.30, -1.06, -1.30)
H (5.18, -0.02, -0.09)
H (2.78, -0.72, 1.84)
H (1.57, -1.20, 0.77)
H (3.16, -2.00, 0.55)
H (4.10, 1.18, 1.48)
H (2.31, 1.66, 1.49)
H (3.37, 2.26, 0.24)
H (-3.04, 0.32, -2.11)
H (-4.49, 1.11, -1.16)
H (-2.87, 1.84, -1.13)
H (-3.07, -2.13, -0.02)
H (-3.73, -1.76, -1.51)
H (-4.81, -1.52, -0.06)
H (-3.28, -0.31, 1.95)
H (-2.75, 1.30, 1.40)
H (-4.49, 0.83, 1.19)
H (1.76, -0.64, -1.58)
H (1.00, 0.83, -0.49)
H (-1.10, -0.59, -1.44)

Entry 2:
This record from the OMol25 dataset describes a molecular structure, C34H52Br36FNO5 in a non-equilibrium geometry. The level of theory is ωB97M-V with the def2-TZVPD basis set.

Summary:
Total charge: 0
HOMO energy in eV: -8.41

Positions of all 129 atoms, in Å:
C (-3.57, 0.50, -4.06)
C (-2.79, -0.28, -3.04)
C (-1.54, 0.43, -2.18)
O (-0.52, -0.36, -1.83)
O (-1.69, 1.85, -1.83)
C (-2.43, 1.94, -0.53)
C (-2.16, 3.44, 0.07)
C (-2.56, 3.65, 1.64)
C (-2.30, 2.36, 2.61)
C (-0.72, 2.26, 3.15)
C (0.38, 2.16, 1.94)
C (1.79, 1.42, 2.33)
C (1.64, 0.03, 3.17)
C (0.87, -1.19, 2.38)
C (-0.59, -1.41, 3.16)
C (-1.41, -2.74, 2.66)
C (-0.47, -4.03, 2.29)
O (-1.33, -5.05, 1.60)
C (-1.07, -4.80, 0.14)
C (-1.78, -3.58, -0.72)
O (-0.19, -5.61, -0.45)
C (2.50, 1.02, 0.87)
N (3.85, 0.34, 1.04)
C (4.43, 0.22, -0.38)
C (3.75, -1.07, -1.18)
C (4.87, -2.30, -1.34)
F (5.58, -2.40, -0.04)
O (2.67, 2.43, 2.93)
C (2.57, 2.49, 4.39)
H (-3.16, 0.84, -5.11)
H (-4.72, 0.76, -3.84)
H (-3.03, -1.42, -2.81)
H (-3.57, 1.77, -0.82)
H (-1.99, 1.06, 0.13)
H (-1.02, 3.75, -0.06)
H (-2.77, 4.23, -0.58)
H (-3.67, 4.07, 1.79)
H (-1.86, 4.53, 2.05)
H (-2.94, 2.55, 3.60)
H (-2.68, 1.33, 2.19)
H (-0.51, 3.27, 3.74)
H (-0.71, 1.36, 3.91)
H (-0.06, 1.65, 0.97)
H (0.62, 3.29, 1.61)
H (1.07, 0.15, 4.22)
H (2.74, -0.32, 3.45)
H (1.57, -2.13, 2.44)
H (0.60, -0.97, 1.27)
H (-1.25, -0.47, 2.86)
H (-0.49, -1.39, 4.33)
H (-2.19, -2.46, 1.81)
H (-2.08, -3.08, 3.58)
H (0.40, -3.80, 1.51)
H (0.04, -4.51, 3.26)
H (-1.42, -2.56, -0.23)
H (-1.37, -3.57, -1.82)
H (-2.96, -3.60, -0.65)
H (1.77, 0.48, 0.14)
H (2.74, 2.08, 0.36)
H (4.51, 1.04, 1.50)
H (4.19, 1.20, -1.02)
H (5.63, 0.16, -0.37)
H (3.39, -0.65, -2.21)
H (2.78, -1.46, -0.62)
H (5.59, -1.94, -2.21)
H (4.35, -3.30, -1.67)
H (2.86, 3.60, 4.71)
H (1.51, 2.27, 4.83)
H (3.41, 1.79, 4.83)
C (-2.81, -7.14, -2.53)
Br (-1.49, -8.23, -3.46)
Br (-4.37, -8.17, -2.01)
Br (-2.03, -6.20, -1.01)
H (-3.15, -6.37, -3.24)
C (-6.00, 0.92, -7.15)
Br (-4.22, 1.48, -7.69)
Br (-6.69, 1.99, -5.68)
Br (-7.23, 0.89, -8.66)
H (-5.92, -0.11, -6.78)
C (8.04, 0.42, 2.80)
Br (7.00, -0.98, 1.94)
Br (7.25, 2.18, 2.52)
Br (8.34, 0.05, 4.68)
H (9.02, 0.43, 2.31)
C (7.89, 6.63, 1.48)
Br (8.43, 6.52, -0.38)
Br (6.33, 5.54, 1.85)
Br (9.36, 6.23, 2.69)
H (7.61, 7.67, 1.67)
C (-10.31, 0.59, -5.01)
Br (-10.53, 0.20, -3.11)
Br (-10.75, -0.94, -6.12)
Br (-11.30, 2.18, -5.53)
H (-9.25, 0.81, -5.17)
C (-7.03, -0.15, -0.97)
Br (-5.76, -1.34, -0.10)
Br (-6.68, 1.72, -0.54)
Br (-7.12, -0.45, -2.89)
H (-8.02, -0.39, -0.56)
C (-5.86, 1.58, -12.76)
Br (-4.47, 2.22, -11.57)
Br (-6.01, -0.35, -12.74)
Br (-7.57, 2.45, -12.40)
H (-5.57, 1.87, -13.78)
C (1.91, -6.01, -4.83)
Br (3.69, -5.45, -5.36)
Br (1.22, -4.94, -3.36)
Br (0.68, -6.05, -6.33)
H (2.00, -7.04, -4.46)
C (-7.13, -4.78, 1.29)
Br (-8.67, -4.32, 0.20)
Br (-7.65, -5.70, 2.92)
Br (-5.80, -5.78, 0.28)
H (-6.66, -3.84, 1.59)
C (8.56, -2.59, 8.24)
Br (9.86, -4.03, 8.43)
Br (7.27, -2.58, 9.69)
Br (9.43, -0.87, 8.02)
H (8.00, -2.79, 7.32)
C (-2.82, 4.72, 6.54)
Br (-1.61, 3.43, 7.36)
Br (-1.85, 6.10, 5.57)
Br (-4.15, 3.85, 5.42)
H (-3.36, 5.21, 7.35)
C (13.08, 5.67, 0.78)
Br (12.04, 4.27, -0.07)
Br (12.29, 7.43, 0.51)
Br (13.38, 5.30, 2.67)
H (14.06, 5.68, 0.30)

Entry 3:
This record from the OMol25 dataset describes a molecular structure, C37H34BrCdCl3N4O5. The level of theory is ωB97M-V with the def2-TZVPD basis set.

Summary:
Energy relative to the best compared isomer or geometry (same formula, charge and spin) in kJ/mol: 60.9
Total charge: 0
HOMO energy in eV: -6.98

Positions of all 85 atoms, in Å:
Cd (-0.45, 1.41, 0.24)
C (-2.43, -5.48, -0.88)
C (-1.73, -4.17, -0.62)
C (-0.48, -3.92, -1.09)
C (0.13, -2.64, -0.89)
C (1.18, -2.12, -1.62)
N (2.15, -2.76, -2.27)
C (2.84, -3.94, -1.77)
C (3.53, -3.68, -0.41)
C (4.64, -2.62, -0.38)
N (4.19, -1.25, -0.60)
C (3.47, -0.47, 0.21)
C (3.17, -0.56, 1.55)
C (3.76, -1.42, 2.52)
C (3.27, -1.51, 3.79)
C (3.93, -2.34, 4.86)
C (2.06, -0.82, 4.09)
C (1.45, 0.04, 3.23)
C (0.17, 0.61, 3.63)
N (-0.54, 1.43, 2.98)
C (-1.78, 1.87, 3.60)
C (-2.82, 2.32, 2.58)
C (-3.39, 1.21, 1.71)
N (-2.37, 0.34, 1.15)
C (-2.71, -0.87, 0.93)
C (-1.88, -1.91, 0.34)
C (-2.42, -3.14, 0.07)
C (-0.49, -1.68, 0.00)
O (0.20, -0.77, 0.49)
C (2.10, 0.37, 1.95)
O (1.75, 1.31, 1.24)
H (-1.76, -6.20, -1.35)
H (-3.28, -5.33, -1.54)
H (-2.80, -5.91, 0.05)
H (0.01, -4.63, -1.75)
H (1.18, -1.03, -1.70)
H (2.64, -2.21, -2.96)
H (3.58, -4.24, -2.51)
H (2.15, -4.76, -1.64)
H (3.97, -4.63, -0.08)
H (2.76, -3.41, 0.32)
H (5.40, -2.84, -1.13)
H (5.13, -2.68, 0.59)
H (4.20, -0.95, -1.56)
H (3.00, 0.37, -0.29)
H (4.67, -1.96, 2.28)
H (4.79, -2.88, 4.47)
H (3.23, -3.06, 5.28)
H (4.28, -1.70, 5.68)
H (1.61, -1.01, 5.05)
H (-0.20, 0.21, 4.59)
H (-1.53, 2.74, 4.22)
H (-2.18, 1.10, 4.27)
H (-2.35, 3.08, 1.96)
H (-3.65, 2.79, 3.11)
H (-3.92, 1.69, 0.87)
H (-4.12, 0.62, 2.28)
H (-3.72, -1.20, 1.19)
H (-3.45, -3.32, 0.36)
Cl (-2.80, 8.23, 1.45)
C (-2.50, 6.66, 0.77)
C (-1.27, 6.05, 0.96)
C (-1.07, 4.79, 0.43)
Cl (0.44, 3.96, 0.67)
C (-2.06, 4.05, -0.28)
O (-1.88, 2.84, -0.68)
C (-3.27, 4.76, -0.47)
Cl (-4.52, 3.97, -1.37)
C (-3.50, 6.02, 0.04)
H (-0.48, 6.54, 1.51)
H (-4.45, 6.50, -0.12)
Br (1.52, -0.04, -4.67)
C (0.01, 1.10, -4.86)
C (-0.26, 1.57, -6.13)
C (-1.34, 2.43, -6.31)
C (-2.11, 2.80, -5.22)
C (-1.83, 2.30, -3.96)
C (-0.76, 1.44, -3.76)
C (-0.54, 0.92, -2.35)
O (-1.40, 0.16, -1.88)
O (0.50, 1.32, -1.74)
H (0.35, 1.28, -6.97)
H (-1.56, 2.81, -7.30)
H (-2.94, 3.49, -5.36)
H (-2.42, 2.58, -3.10)

Entry 4:
This record from the OMol25 dataset describes 2 unconnected molecules or ions with the total composition C6H14N2O2 in a non-equilibrium geometry. The level of theory is ωB97M-V with the def2-TZVPD basis set.

Summary:
Energy relative to the best compared isomer or geometry (same formula, charge and spin) in kJ/mol: 146.7
Total charge: 0
SMILES: CNC(C)=O.CNC(C)=O
HOMO energy in eV: -9.58

Positions of all 24 atoms, in Å:
C (-2.88, 0.52, -1.16)
C (0.85, 1.50, -1.63)
C (-1.54, 1.11, -1.65)
O (-1.65, 2.02, -2.46)
N (-0.29, 0.68, -1.27)
H (-3.56, 0.85, -1.91)
H (-0.19, -0.04, -0.59)
H (1.39, 1.64, -0.69)
H (-2.86, -0.57, -1.29)
H (-2.99, 0.84, -0.12)
H (1.53, 1.02, -2.33)
H (0.63, 2.53, -1.90)
C (-0.77, -1.37, 2.05)
C (2.77, -0.70, 0.68)
C (1.55, -0.51, 1.59)
O (1.52, 0.38, 2.40)
N (0.52, -1.40, 1.37)
H (0.36, -1.82, 0.47)
H (-1.61, -0.85, 1.58)
H (2.31, -0.60, -0.31)
H (-1.00, -2.42, 2.27)
H (-0.73, -0.92, 3.04)
H (3.62, -0.13, 1.00)
H (3.01, -1.76, 0.86)

Entry 5:
This record from the OMol25 dataset describes a molecular structure, C56H97AsGe2RhSSbSi7 in a non-equilibrium geometry. The level of theory is ωB97M-V with the def2-TZVPD basis set.

Summary:
<S²>: 0.7570
2S+1: 2
Energy relative to the best compared isomer or geometry (same formula, charge and spin) in kJ/mol: 0.0
Total charge: -1
HOMO energy (alpha / beta) in eV: -3.57 / -4.59

Positions of all 166 atoms, in Å:
Rh (-0.75, 0.21, -0.75)
S (-0.86, 1.43, 1.38)
C (-2.48, 2.17, 1.31)
C (-3.13, 2.45, 2.51)
C (-4.41, 2.97, 2.53)
C (-5.07, 3.24, 1.33)
C (-4.40, 3.06, 0.13)
C (-3.10, 2.56, 0.11)
As (-1.92, 2.56, -1.45)
C (-3.03, 3.31, -2.88)
C (-4.27, 2.79, -3.22)
C (-4.96, 3.25, -4.34)
C (-4.40, 4.22, -5.15)
C (-3.15, 4.74, -4.83)
C (-2.47, 4.29, -3.71)
C (-1.13, 4.25, -0.83)
C (-1.87, 5.43, -0.76)
C (-1.32, 6.57, -0.21)
C (-0.01, 6.55, 0.27)
C (0.73, 5.38, 0.21)
C (0.17, 4.24, -0.34)
H (-2.62, 2.25, 3.44)
H (-4.90, 3.15, 3.47)
H (-6.08, 3.63, 1.34)
H (-4.88, 3.36, -0.79)
H (-4.73, 2.02, -2.61)
H (-5.93, 2.82, -4.58)
H (-4.93, 4.57, -6.03)
H (-2.70, 5.49, -5.47)
H (-1.49, 4.70, -3.49)
H (-2.89, 5.45, -1.12)
H (-1.90, 7.48, -0.16)
H (0.42, 7.45, 0.70)
H (1.74, 5.35, 0.60)
H (0.72, 3.31, -0.36)
C (4.78, 2.12, 3.55)
Si (3.68, 1.30, 4.83)
C (4.80, 0.64, 6.19)
C (2.56, 2.66, 5.50)
Sb (2.20, -0.51, 3.76)
Si (0.72, -0.66, 5.86)
C (1.58, -0.52, 7.54)
C (-0.53, 0.75, 5.81)
C (-0.11, -2.36, 5.87)
Si (3.56, -2.61, 4.30)
C (5.26, -2.48, 3.49)
C (3.84, -3.07, 6.10)
C (2.61, -4.01, 3.48)
H (5.43, 2.84, 4.05)
H (4.19, 2.65, 2.80)
H (5.42, 1.40, 3.02)
H (5.31, 1.48, 6.68)
H (5.57, -0.01, 5.77)
H (4.26, 0.08, 6.94)
H (3.15, 3.57, 5.64)
H (2.11, 2.41, 6.46)
H (1.76, 2.88, 4.80)
H (2.05, 0.45, 7.69)
H (2.34, -1.30, 7.69)
H (0.82, -0.64, 8.31)
H (-0.21, 1.55, 6.48)
H (-1.51, 0.41, 6.13)
H (-0.63, 1.17, 4.81)
H (0.56, -3.10, 6.30)
H (-0.39, -2.71, 4.88)
H (-1.01, -2.33, 6.49)
H (5.85, -1.66, 3.91)
H (5.18, -2.32, 2.42)
H (5.80, -3.41, 3.67)
H (4.37, -2.29, 6.65)
H (4.46, -3.97, 6.12)
H (2.92, -3.29, 6.63)
H (2.21, -3.69, 2.52)
H (1.78, -4.35, 4.11)
H (3.27, -4.87, 3.30)
C (3.47, -2.83, -1.21)
Si (2.58, -1.92, -2.62)
C (3.94, -1.64, -3.92)
C (1.60, -3.32, -3.44)
Si (1.50, 0.08, -1.83)
Si (1.34, 1.47, -3.76)
C (1.69, 3.30, -3.36)
C (2.47, 1.17, -5.26)
C (-0.39, 1.50, -4.54)
Si (3.48, 1.09, -0.95)
C (3.18, 2.72, -0.03)
C (4.82, 1.52, -2.22)
C (4.48, 0.09, 0.32)
H (3.70, -3.85, -1.54)
H (2.84, -2.91, -0.31)
H (4.40, -2.35, -0.92)
H (4.56, -2.54, -3.93)
H (4.59, -0.78, -3.76)
H (3.50, -1.54, -4.92)
H (1.21, -4.03, -2.71)
H (2.31, -3.87, -4.07)
H (0.78, -2.99, -4.06)
H (2.75, 3.49, -3.21)
H (1.16, 3.66, -2.47)
H (1.35, 3.90, -4.21)
H (3.54, 1.13, -5.02)
H (2.30, 2.00, -5.95)
H (2.21, 0.25, -5.79)
H (-1.14, 1.02, -3.91)
H (-0.40, 1.00, -5.51)
H (-0.72, 2.53, -4.72)
H (2.50, 2.59, 0.81)
H (2.78, 3.50, -0.68)
H (4.15, 3.07, 0.36)
H (4.45, 2.00, -3.12)
H (5.39, 0.63, -2.52)
H (5.53, 2.20, -1.73)
H (3.87, -0.30, 1.14)
H (5.23, 0.77, 0.74)
H (5.01, -0.74, -0.13)
C (-3.72, -0.73, 1.31)
C (-2.32, -1.15, 1.80)
C (-2.18, -2.68, 1.65)
C (-2.18, -0.87, 3.30)
C (-1.13, -0.57, 1.02)
H (-3.66, -0.13, 0.40)
H (-4.24, -0.14, 2.06)
H (-4.33, -1.60, 1.08)
H (-2.93, -3.15, 2.28)
H (-1.19, -3.02, 1.97)
H (-2.34, -3.00, 0.63)
H (-2.99, -1.37, 3.84)
H (-2.22, 0.19, 3.51)
H (-1.23, -1.26, 3.67)
H (-0.21, -0.87, 1.55)
C (-2.94, -3.44, -5.04)
Ge (-2.00, -1.78, -4.53)
C (-3.31, -0.41, -5.10)
C (-0.52, -1.73, -5.84)
Ge (-1.65, -1.64, -2.05)
C (-3.63, -1.81, -1.78)
C (-4.39, -0.66, -2.02)
C (-5.77, -0.65, -1.90)
C (-6.44, -1.82, -1.55)
C (-5.71, -2.97, -1.32)
C (-4.33, -2.97, -1.44)
C (-0.96, -3.43, -1.51)
C (-1.43, -4.61, -2.08)
C (-0.93, -5.85, -1.71)
C (0.07, -5.94, -0.75)
C (0.55, -4.77, -0.17)
C (0.04, -3.54, -0.55)
H (-3.30, -3.30, -6.06)
H (-3.81, -3.64, -4.40)
H (-2.28, -4.31, -5.02)
H (-3.32, -0.38, -6.19)
H (-3.10, 0.60, -4.74)
H (-4.31, -0.69, -4.76)
H (-0.92, -1.37, -6.80)
H (-0.12, -2.73, -5.99)
H (0.30, -1.08, -5.54)
H (-3.87, 0.25, -2.28)
H (-6.33, 0.26, -2.08)
H (-7.52, -1.82, -1.45)
H (-6.22, -3.89, -1.05)
H (-3.79, -3.89, -1.24)
H (-2.20, -4.57, -2.84)
H (-1.31, -6.75, -2.18)
H (0.47, -6.90, -0.46)
H (1.34, -4.83, 0.57)
H (0.45, -2.63, -0.10)

Entry 6:
This record from the OMol25 dataset describes a single C20H22N4O3 molecule in a non-equilibrium geometry. The level of theory is ωB97M-V with the def2-TZVPD basis set.

Summary:
Energy relative to the best compared isomer or geometry (same formula, charge and spin) in kJ/mol: 779.7
Total charge: 0
SMILES: COc1ccccc1N1CCN(/N=C/C=C/c2ccccc2[N+](=O)[O-])CC1
HOMO energy in eV: -7.25

Positions of all 49 atoms, in Å:
C (-3.90, -3.30, -1.13)
H (-2.96, -3.82, -1.29)
O (-3.54, -2.03, -0.63)
C (-4.53, -1.15, -0.30)
C (-5.88, -1.41, -0.49)
C (-6.84, -0.45, -0.19)
C (-6.46, 0.78, 0.31)
C (-5.12, 1.04, 0.52)
C (-4.13, 0.10, 0.23)
N (-2.80, 0.43, 0.51)
C (-2.22, 1.57, -0.15)
H (-3.00, 2.29, -0.42)
C (-1.20, 2.23, 0.78)
N (-0.21, 1.24, 1.17)
N (1.00, 1.10, 0.70)
C (1.63, 1.94, -0.05)
C (2.98, 1.67, -0.43)
C (3.67, 0.58, -0.02)
C (5.02, 0.25, -0.40)
C (5.59, 0.78, -1.56)
C (6.85, 0.44, -1.98)
C (7.61, -0.48, -1.27)
C (7.08, -1.04, -0.13)
C (5.81, -0.68, 0.32)
N (5.38, -1.29, 1.54)
O (5.88, -2.36, 1.84)
O (4.56, -0.72, 2.23)
H (7.64, -1.76, 0.45)
H (8.60, -0.76, -1.60)
H (7.26, 0.88, -2.88)
H (5.01, 1.47, -2.15)
H (3.16, -0.07, 0.68)
H (3.44, 2.41, -1.06)
H (1.20, 2.88, -0.41)
C (-0.79, 0.07, 1.78)
H (0.02, -0.62, 2.01)
H (-1.28, 0.37, 2.71)
C (-1.81, -0.57, 0.84)
H (-2.30, -1.40, 1.34)
H (-1.29, -0.94, -0.06)
H (-0.72, 3.08, 0.30)
H (-1.70, 2.57, 1.69)
H (-1.71, 1.26, -1.08)
H (-4.81, 1.99, 0.94)
H (-7.20, 1.53, 0.54)
H (-7.88, -0.68, -0.36)
H (-6.20, -2.35, -0.89)
H (-4.50, -3.86, -0.41)
H (-4.44, -3.22, -2.08)